1.
Below is 37 unconnected molecules or ions with the total composition H74O37 at a distorted geometry, with properties calculated with ωB97M-V/def2-TZVPD.

Properties
frontier orbital gap: 10.88 eV
energy above the lowest of the compared OMol25 structures with the same formula, charge and spin: 19.4 kJ/mol
E: -76966.20312 eV

Structure (XYZ):
```
111
H74O37, DFT ωB97M-V/def2-TZVPD
O -6.4696 4.6183 15.5750
O -5.4928 12.9184 11.0412
O -11.1051 11.8690 14.2409
O -2.0896 9.1653 11.0264
O -4.6088 10.2084 11.8655
O -4.8552 12.1290 18.1166
O -3.0696 11.9741 15.7810
O -9.2594 5.2544 16.0715
O -6.9882 4.2553 19.8796
O -8.2418 8.1429 14.7949
O -6.3297 9.9606 18.7968
O -3.6369 6.3283 15.4029
O -9.3237 12.8127 12.2704
O -6.5194 7.8776 17.0883
O -5.1551 10.0570 15.0590
O -9.5424 12.0276 18.3024
O -5.6802 7.5483 13.6904
O -7.6697 14.2783 9.0981
O -6.6613 13.9609 17.3759
O -8.0580 11.4431 10.3939
O -8.9986 9.5270 19.5015
O -7.3784 9.0228 11.8530
O -4.9566 5.2432 18.2846
O -2.0408 9.6992 19.3375
O -4.6646 9.1377 9.2435
O -8.1655 6.6503 18.8340
O -6.5713 6.3359 11.0448
O -5.8945 13.8833 14.8621
O -3.6672 6.2967 11.1482
O -3.3510 8.5484 17.1438
O -9.5161 10.6141 15.8948
O -8.9362 3.4128 18.1705
O -7.4197 11.7736 14.2749
O -7.3109 7.9276 21.1330
O -8.9951 15.3180 11.4860
O -4.5072 8.1219 20.0632
O -10.5636 7.8807 17.0678
H -2.4425 10.5228 19.0829
H -4.6689 9.9416 10.9529
H -7.2583 10.1430 19.1477
H -3.8216 9.1075 16.4580
H -6.3909 13.0291 14.8678
H -4.9512 8.3180 9.6615
H -7.9090 10.5454 10.5679
H -4.9880 13.5168 14.9814
H -5.0208 12.1292 11.3399
H -4.0168 8.3019 17.8144
H -8.2831 3.6365 18.9774
H -2.8421 6.7486 11.0857
H -3.7264 8.5311 20.4289
H -5.0926 9.1601 14.6085
H -7.2894 7.2987 20.3784
H -9.4081 4.8716 16.9298
H -8.8222 12.6947 18.1231
H -3.6160 11.2602 15.4066
H -2.7678 9.6079 11.5463
H -7.5956 14.7937 8.2978
H -4.1495 12.0436 17.4760
H -7.5481 6.8382 18.1010
H -5.9363 10.8656 18.5107
H -5.4336 5.7501 17.6254
H -8.7272 7.4180 18.7437
H -10.2070 10.9826 15.3309
H -9.1544 11.3711 18.8703
H -8.7004 7.3804 15.2173
H -5.1375 8.8531 19.7493
H -6.4128 8.6804 17.6383
H -5.4385 12.8514 17.7849
H -6.0441 3.7389 15.4804
H -6.5229 7.7141 14.1882
H -5.2367 6.8566 14.2547
H -10.6868 12.2514 13.4103
H -11.8642 11.3438 13.9615
H -7.9538 12.2289 13.5890
H -2.1624 9.0807 18.5903
H -5.3200 9.7062 12.2420
H -9.4235 2.6733 18.5324
H -5.7051 6.3409 10.5702
H -8.1184 11.5238 14.9601
H -6.6822 8.0966 16.1767
H -6.3365 14.1334 16.4630
H -10.0295 4.8889 15.5698
H -5.6370 13.3563 11.8678
H -7.8649 8.6133 12.5994
H -2.1600 11.6582 15.6101
H -3.7117 9.0642 9.1124
H -6.9424 8.1843 11.5301
H -8.8373 9.0193 20.2377
H -6.3293 8.0359 21.2159
H -1.3106 9.6827 11.1052
H -7.2054 11.8954 10.4975
H -9.5588 13.7163 11.9269
H -3.8370 6.3194 12.0985
H -7.4635 5.0919 19.7688
H -5.9804 10.5363 14.8786
H -3.6255 5.6504 16.1415
H -7.4300 4.4278 15.7828
H -9.8519 9.4005 19.1485
H -6.6802 14.9335 17.7117
H -4.8157 5.8950 18.9488
H -8.1659 14.7948 11.6190
H -10.5021 8.6729 16.4853
H -9.0401 12.3303 11.4780
H -9.5552 11.1058 16.7221
H -10.4556 7.1196 16.5162
H -6.1466 4.4763 19.5150
H -3.2808 7.1474 15.8019
H -7.7137 13.3517 8.7392
H -8.8418 8.8778 15.0692
H -6.2857 6.1932 11.9512
H -9.0681 15.3986 10.5318
```



2.
Below is 2 unconnected molecules or ions with the total composition H7N3O at a distorted geometry, with properties calculated with ωB97M-V/def2-TZVPD.

Properties
frontier orbital gap: 9.84 eV
energy above the lowest of the compared OMol25 structures with the same formula, charge and spin: 36.5 kJ/mol
E: -6627.94363 eV

Structure (XYZ):
```
11
H7N3O, DFT ωB97M-V/def2-TZVPD
O -1.3135 -0.1261 0.5893
N -2.4106 -0.8331 1.3313
N 2.0765 0.6640 -1.6252
N 1.6718 0.1795 -0.3598
H 1.9836 0.9242 0.3215
H 0.7182 0.1880 -0.1960
H -3.3227 -0.6077 0.8229
H 2.7305 -0.0135 -1.9112
H 2.2795 1.6438 -1.7085
H -2.1480 -1.7932 1.2751
H -1.0976 0.5945 1.2577
```



3.
Below is a single H7N4OP molecule at a distorted geometry, with properties calculated with ωB97M-V/def2-TZVPD.

Properties
frontier orbital gap: 8.92 eV
energy above the lowest of the compared OMol25 structures with the same formula, charge and spin: 245.6 kJ/mol
E: -17408.40885 eV

Structure (XYZ):
```
13
H7N4OP, DFT ωB97M-V/def2-TZVPD
P 0.1755 -0.5835 -0.6575
O 0.7556 -1.6502 0.4745
N 0.9095 0.9338 -0.2037
N -2.1100 0.6077 -0.2822
N 2.3685 0.7781 0.1000
N -1.2972 -0.5778 0.1691
H -2.8536 0.1808 -0.7731
H 2.8507 0.5334 -0.6903
H -1.9078 -1.3984 0.0913
H 0.1888 -1.6617 1.3365
H 0.8974 1.7511 -0.8037
H 2.5030 -0.0248 0.7023
H -2.4806 1.1115 0.5368
```